1.
ORCA calculation (ωB97M-V with the def2-TZVPD basis set) on a cluster of 13 separate species, C32H84N6O13S7 in total.

Results
E_LUMO in eV: 0.3
Charge: 0

Cartesian coordinates (Å):
1 C 0.215 -2.133 -5.625
2 O -0.484 -1.134 -5.363
3 N 1.437 -2.349 -5.159
4 C 2.168 -3.533 -5.583
5 C 2.201 -1.326 -4.265
6 H -0.063 -2.775 -6.448
7 H 2.343 -4.222 -4.788
8 H 3.139 -3.198 -5.906
9 H 1.729 -4.099 -6.420
10 H 1.571 -0.484 -4.150
11 H 2.477 -1.804 -3.289
12 H 3.099 -1.014 -4.831
13 C 0.932 5.690 1.381
14 O 0.964 6.445 0.429
15 N 0.355 4.507 1.482
16 C 0.763 3.710 2.603
17 C -0.603 4.001 0.552
18 H 1.452 5.964 2.336
19 H -0.068 3.472 3.317
20 H 1.573 4.236 3.088
21 H 1.156 2.728 2.221
22 H -0.867 4.715 -0.186
23 H -0.202 3.138 -0.013
24 H -1.499 3.731 1.114
25 C 3.000 3.712 -0.207
26 O 3.294 2.925 0.682
27 N 2.748 3.460 -1.532
28 C 2.666 2.135 -1.962
29 C 2.324 4.479 -2.357
30 H 2.991 4.802 -0.092
31 H 3.257 2.008 -2.876
32 H 1.584 1.916 -2.147
33 H 3.046 1.491 -1.176
34 H 2.918 4.625 -3.256
35 H 1.278 4.236 -2.698
36 H 2.376 5.400 -1.764
37 C -0.024 -3.346 2.345
38 O 0.914 -4.182 2.200
39 N -0.322 -2.722 3.509
40 C -1.310 -1.664 3.608
41 C 0.751 -2.699 4.476
42 H -0.715 -3.250 1.514
43 H -1.678 -1.692 4.627
44 H -2.192 -1.828 3.013
45 H -0.941 -0.722 3.307
46 H 0.444 -2.985 5.501
47 H 1.523 -3.331 4.062
48 H 1.183 -1.719 4.544
49 C -0.889 -3.566 -1.835
50 O -1.276 -3.165 -0.763
51 N -1.001 -4.885 -2.207
52 C -0.262 -5.405 -3.308
53 C -1.525 -5.838 -1.231
54 H -0.407 -2.881 -2.582
55 H 0.216 -4.686 -3.970
56 H -0.859 -6.023 -4.000
57 H 0.500 -6.048 -2.876
58 H -1.868 -6.675 -1.825
59 H -0.728 -6.109 -0.490
60 H -2.371 -5.326 -0.634
61 C -5.404 5.579 1.799
62 O -6.127 6.400 2.258
63 N -5.794 4.484 1.173
64 C -4.785 3.521 0.721
65 C -7.208 4.187 0.959
66 H -4.280 5.635 1.775
67 H -4.069 3.266 1.503
68 H -4.170 3.985 -0.042
69 H -5.195 2.650 0.260
70 H -7.427 3.846 -0.049
71 H -7.687 3.573 1.727
72 H -7.752 5.152 0.977
73 C 6.818 -0.767 -0.859
74 S 5.590 0.205 -1.710
75 O 5.606 -0.257 -3.137
76 C 6.416 1.884 -1.674
77 H 6.520 -1.804 -1.184
78 H 6.755 -0.571 0.236
79 H 7.807 -0.553 -1.156
80 H 7.021 1.861 -2.568
81 H 7.004 1.882 -0.780
82 H 5.627 2.622 -1.556
83 C 3.426 -3.221 0.118
84 S 2.374 -4.354 -0.800
85 O 2.854 -4.308 -2.240
86 C 2.983 -5.852 0.048
87 H 4.504 -3.425 0.033
88 H 3.037 -3.339 1.140
89 H 3.264 -2.201 -0.161
90 H 2.325 -6.684 -0.233
91 H 2.807 -5.541 1.062
92 H 4.044 -6.095 -0.081
93 C -4.836 2.043 4.358
94 S -3.079 2.305 4.566
95 O -2.492 2.543 3.247
96 C -3.353 3.962 5.449
97 H -5.312 2.260 5.284
98 H -5.174 1.089 3.958
99 H -5.211 2.797 3.698
100 H -2.399 4.489 5.663
101 H -3.729 3.589 6.470
102 H -4.092 4.626 4.977
103 C 3.804 1.071 3.169
104 S 4.631 0.035 1.920
105 O 5.946 0.652 1.597
106 C 4.894 -1.441 2.887
107 H 4.494 1.227 3.974
108 H 2.918 0.396 3.299
109 H 3.551 1.964 2.562
110 H 3.926 -1.763 3.325
111 H 5.555 -1.310 3.699
112 H 5.277 -2.256 2.276
113 C -2.151 1.447 -4.480
114 S -2.148 0.406 -2.861
115 O -2.893 1.214 -1.886
116 C -3.177 -0.952 -3.355
117 H -3.205 1.532 -4.753
118 H -1.621 0.871 -5.272
119 H -1.681 2.349 -4.234
120 H -2.770 -1.645 -4.075
121 H -4.003 -0.531 -3.895
122 H -3.470 -1.571 -2.496
123 C -0.603 0.172 0.784
124 S 1.279 0.047 0.851
125 O 1.578 -1.002 1.931
126 C 1.343 -0.831 -0.778
127 H -0.857 -0.811 1.105
128 H -0.961 0.443 -0.222
129 H -0.912 0.921 1.500
130 H 0.769 -0.228 -1.456
131 H 0.994 -1.844 -0.690
132 H 2.387 -0.822 -0.996
133 C -5.221 -0.038 0.201
134 S -4.542 -1.294 1.311
135 O -4.945 -0.867 2.667
136 C -5.351 -2.806 0.808
137 H -4.750 0.859 0.544
138 H -6.230 -0.023 0.452
139 H -5.054 -0.291 -0.846
140 H -6.474 -2.719 0.676
141 H -4.995 -3.497 1.558
142 H -4.973 -3.235 -0.129

2.
ORCA calculation (ωB97M-V with the def2-TZVPD basis set) on an isolated molecule of C5H7NO.

Results
E_LUMO in eV: 0.5
Charge: 0

Cartesian coordinates (Å):
1 C 0.618 0.310 1.366
2 C -0.635 1.335 -0.463
3 C 0.266 0.138 -0.118
4 N 1.501 0.065 -0.900
5 C -0.628 -1.063 -0.325
6 C -1.826 -0.606 -0.628
7 O -1.819 0.821 -0.713
8 H 1.171 1.246 1.511
9 H -0.284 0.330 1.986
10 H 1.249 -0.525 1.682
11 H 2.168 0.733 -0.529
12 H 1.335 0.377 -1.852
13 H -0.327 -2.097 -0.205
14 H -2.789 -1.064 -0.811

3.
ORCA calculation (ωB97M-V with the def2-TZVPD basis set) on the ion C2N2O4S with charge -2.

Results
E_LUMO (spin up / spin down) in eV: 6.6 / 6.7
Charge: -2

Cartesian coordinates (Å):
1 C -2.555 0.018 0.169
2 C 2.550 0.135 -0.147
3 N -1.429 -0.754 -0.042
4 N 1.508 -0.783 -0.290
5 O -3.146 -0.424 1.142
6 O 3.616 -0.238 -0.707
7 O -2.915 0.878 -0.603
8 O 2.320 1.189 0.526
9 S 0.050 -0.022 -0.048

4.
ORCA calculation (ωB97M-V with the def2-TZVPD basis set) on a structure of composition C14H41KN6O18S.

Results
E_LUMO in eV: -2.6
Charge: 0

Cartesian coordinates (Å):
1 K 25.311 -3.447 -21.726
2 C 29.071 -10.254 -21.219
3 C 27.832 -9.319 -20.960
4 C 27.583 -9.163 -19.449
5 O 27.832 -8.118 -21.660
6 H 28.787 -11.276 -20.967
7 H 30.043 -9.896 -20.882
8 H 29.225 -10.243 -22.298
9 H 27.030 -9.943 -21.356
10 H 26.723 -8.529 -19.232
11 H 28.386 -8.675 -18.896
12 H 27.334 -10.123 -18.998
13 C 32.099 -5.167 -19.345
14 O 30.909 -4.700 -19.827
15 H 32.171 -5.513 -18.314
16 H 32.256 -6.072 -19.931
17 H 32.811 -4.361 -19.522
18 H 30.363 -5.378 -20.232
19 C 27.795 -6.146 -27.702
20 O 27.787 -5.293 -26.606
21 H 27.615 -7.207 -27.532
22 H 27.117 -5.765 -28.466
23 H 28.836 -6.127 -28.025
24 H 27.891 -5.844 -25.827
25 O 36.315 -14.573 -24.075
26 S 35.956 -13.367 -24.930
27 O 34.604 -13.265 -25.553
28 O 36.370 -11.999 -24.061
29 C 35.470 -10.813 -24.183
30 C 36.010 -9.760 -23.233
31 C 37.193 -13.337 -26.334
32 H 34.479 -10.963 -23.755
33 H 35.512 -10.393 -25.188
34 H 35.643 -8.747 -23.393
35 H 37.062 -9.542 -23.419
36 H 35.805 -10.042 -22.200
37 H 37.383 -14.274 -26.859
38 H 38.151 -13.170 -25.840
39 H 36.967 -12.550 -27.054
40 C 22.743 -8.508 -26.160
41 N 21.795 -9.555 -26.613
42 O 21.270 -9.381 -27.715
43 O 21.596 -10.464 -25.842
44 H 22.678 -7.738 -26.928
45 H 23.717 -8.994 -26.091
46 H 22.197 -8.192 -25.271
47 C 31.592 -10.271 -14.064
48 N 31.648 -9.957 -12.621
49 O 30.653 -9.518 -12.140
50 O 32.741 -10.096 -12.074
51 H 32.459 -10.852 -14.378
52 H 31.607 -9.346 -14.640
53 H 30.629 -10.690 -14.355
54 C 27.442 -15.920 -15.174
55 N 28.983 -15.866 -15.319
56 O 29.464 -16.521 -16.226
57 O 29.590 -15.056 -14.608
58 H 27.154 -14.962 -15.607
59 H 27.143 -16.151 -14.152
60 H 27.067 -16.697 -15.840
61 C 34.314 -13.529 -18.959
62 N 35.487 -14.427 -18.651
63 O 36.602 -13.958 -18.879
64 O 35.099 -15.481 -18.156
65 H 34.072 -13.665 -20.013
66 H 34.658 -12.521 -18.725
67 H 33.461 -13.682 -18.299
68 C 20.196 -5.749 -17.475
69 N 18.956 -6.371 -17.978
70 O 19.069 -7.255 -18.810
71 O 17.900 -5.830 -17.726
72 H 21.106 -6.274 -17.768
73 H 20.249 -5.663 -16.390
74 H 20.292 -4.768 -17.939
75 C 24.463 -10.239 -13.400
76 N 23.215 -9.994 -14.163
77 O 23.301 -10.130 -15.386
78 O 22.202 -9.723 -13.510
79 H 24.712 -11.253 -13.714
80 H 24.378 -10.194 -12.315
81 H 25.312 -9.735 -13.863

5.
ORCA calculation (ωB97M-V with the def2-TZVPD basis set) on a cluster of 9 separate species, C27H78N6O9 in total.

Results
E_LUMO in eV: 0.5
Charge: 0

Cartesian coordinates (Å):
1 C 0.599 0.201 1.106
2 O 0.744 -0.357 -0.100
3 H -0.276 0.844 1.011
4 H 0.364 -0.486 1.919
5 H 1.466 0.778 1.426
6 H 0.821 0.340 -0.756
7 C 3.392 -2.387 -1.033
8 O 4.652 -2.747 -0.546
9 H 2.796 -3.179 -1.487
10 H 2.739 -2.163 -0.190
11 H 3.334 -1.607 -1.793
12 H 5.042 -1.937 -0.210
13 C 1.229 4.033 3.284
14 O 1.005 3.650 1.943
15 H 2.244 3.793 3.600
16 H 1.116 5.115 3.361
17 H 0.430 3.530 3.828
18 H 1.506 4.217 1.353
19 C -1.771 2.965 -0.835
20 C -3.140 3.699 -0.806
21 C -4.040 3.257 -1.997
22 O -3.411 3.592 -3.240
23 C -4.068 3.053 -4.431
24 N -3.831 3.362 0.435
25 H -1.151 3.223 0.024
26 H -1.179 3.196 -1.720
27 H -2.102 1.927 -0.832
28 H -3.014 4.782 -0.771
29 H -5.018 3.738 -1.973
30 H -4.307 2.200 -2.015
31 H -3.347 3.036 -5.249
32 H -4.869 3.748 -4.684
33 H -4.562 2.083 -4.364
34 H -3.426 3.899 1.188
35 H -4.784 3.694 0.467
36 C -2.969 0.089 2.221
37 C -3.310 -0.811 1.045
38 C -3.986 -2.149 1.298
39 O -3.965 -2.906 0.090
40 C -4.753 -4.057 0.178
41 N -4.172 -0.006 0.222
42 H -2.832 1.117 1.885
43 H -2.033 -0.256 2.659
44 H -3.722 0.291 2.983
45 H -2.393 -1.049 0.505
46 H -5.021 -1.935 1.565
47 H -3.566 -2.596 2.198
48 H -4.350 -4.788 -0.524
49 H -5.803 -3.849 -0.025
50 H -4.569 -4.542 1.137
51 H -5.120 -0.019 0.569
52 H -3.885 0.957 0.122
53 C 1.374 6.324 -1.459
54 C 1.685 4.911 -1.072
55 C 1.851 3.896 -2.244
56 O 1.791 2.569 -1.792
57 C 2.023 1.671 -2.915
58 N 2.856 4.930 -0.206
59 H 2.143 6.782 -2.080
60 H 1.113 7.003 -0.647
61 H 0.528 6.419 -2.139
62 H 0.926 4.457 -0.435
63 H 2.814 3.973 -2.748
64 H 1.021 4.095 -2.922
65 H 1.750 0.656 -2.625
66 H 3.073 1.606 -3.198
67 H 1.524 1.940 -3.846
68 H 3.067 3.950 -0.084
69 H 3.683 5.238 -0.696
70 C 3.497 -0.272 3.588
71 C 4.602 -1.205 3.019
72 C 5.611 -0.429 2.057
73 O 5.275 -0.388 0.689
74 C 5.139 0.909 0.174
75 N 5.255 -1.644 4.232
76 H 2.983 0.091 2.698
77 H 3.886 0.609 4.099
78 H 2.708 -0.731 4.184
79 H 4.236 -2.117 2.547
80 H 6.571 -0.943 2.009
81 H 5.965 0.451 2.593
82 H 4.987 0.812 -0.901
83 H 6.013 1.559 0.129
84 H 4.234 1.383 0.555
85 H 6.015 -2.271 4.009
86 H 5.629 -0.791 4.623
87 C 0.832 -3.569 1.038
88 C -0.138 -4.267 1.996
89 C -0.583 -3.292 3.002
90 O -1.378 -4.003 3.944
91 C -1.395 -3.553 5.257
92 N -1.268 -4.890 1.280
93 H 0.351 -2.851 0.374
94 H 1.392 -4.361 0.541
95 H 1.499 -2.904 1.588
96 H 0.416 -5.039 2.529
97 H -1.145 -2.519 2.477
98 H 0.206 -2.692 3.455
99 H -2.200 -4.009 5.833
100 H -1.710 -2.510 5.253
101 H -0.394 -3.741 5.647
102 H -2.008 -5.094 1.936
103 H -1.661 -4.316 0.548
104 C -0.534 -4.570 -2.706
105 C -0.672 -3.477 -3.763
106 C -1.101 -2.119 -3.213
107 O -1.463 -1.218 -4.273
108 C -1.883 0.035 -3.731
109 N 0.560 -3.241 -4.522
110 H -0.365 -5.609 -2.988
111 H -1.482 -4.606 -2.169
112 H 0.258 -4.314 -2.002
113 H -1.393 -3.718 -4.545
114 H -0.329 -1.771 -2.527
115 H -1.969 -2.272 -2.572
116 H -1.128 0.649 -3.240
117 H -2.563 -0.070 -2.886
118 H -2.334 0.658 -4.503
119 H 0.681 -4.127 -4.991
120 H 0.344 -2.642 -5.306

6.
ORCA calculation (ωB97M-V with the def2-TZVPD basis set) on a structure of composition C27H35AsGaN4O7.

Results
E_LUMO (spin up / spin down) in eV: -5.1 / -5.2
Charge: +1

Cartesian coordinates (Å):
1 O 0.908 4.933 -1.889
2 H 0.983 5.785 -2.363
3 Ga 0.683 1.602 -1.289
4 N -1.175 2.194 -1.107
5 N 0.809 2.320 0.560
6 N 0.428 0.193 -2.657
7 N 2.373 0.540 -1.068
8 O -2.096 1.723 -1.887
9 O -0.749 0.049 -3.310
10 O 3.121 0.542 0.056
11 O 1.594 1.857 1.499
12 C -0.280 3.052 0.898
13 C -1.376 2.991 -0.036
14 C 1.418 -0.672 -2.846
15 C 2.528 -0.483 -1.934
16 C -2.670 3.689 0.133
17 H -2.577 4.672 -0.333
18 H -2.900 3.829 1.194
19 H -3.434 3.108 -0.390
20 C -0.366 3.670 2.250
21 H 0.637 3.804 2.672
22 H -0.954 3.046 2.940
23 H -0.859 4.644 2.170
24 C 1.282 -1.754 -3.851
25 C 3.664 -1.433 -1.788
26 H 0.731 -1.329 -4.707
27 H 0.689 -2.554 -3.374
28 H 2.279 -2.123 -4.143
29 H 4.091 -1.428 -0.782
30 H 4.457 -1.185 -2.512
31 H 3.326 -2.456 -2.008
32 H -1.346 0.718 -2.704
33 H 2.490 1.090 0.755
34 C 2.564 4.024 -1.351
35 H 2.097 4.985 -1.147
36 H 2.646 3.737 -2.458
37 H 3.145 3.400 -0.627
38 O 0.528 2.803 -2.798
39 H 0.806 3.983 -2.519
40 H -0.269 2.565 -3.353
41 O -0.267 -0.106 -0.175
42 As -0.642 -1.376 0.846
43 C -1.374 -2.720 -0.327
44 C -2.176 -2.318 -1.398
45 C -2.688 -3.289 -2.271
46 C -2.389 -4.640 -2.061
47 C -1.585 -5.030 -0.981
48 C -1.070 -4.068 -0.102
49 C 1.011 -1.936 1.673
50 C 1.280 -1.554 2.991
51 C 2.497 -1.927 3.574
52 C 3.421 -2.691 2.854
53 C 3.129 -3.089 1.543
54 C 1.916 -2.715 0.946
55 C -1.928 -0.661 2.093
56 C -3.211 -1.218 2.155
57 C -4.149 -0.662 3.034
58 C -3.807 0.441 3.830
59 C -2.516 0.988 3.758
60 C -1.567 0.425 2.893
61 H -2.404 -1.263 -1.549
62 H -3.316 -2.978 -3.105
63 H -2.787 -5.397 -2.742
64 H -1.350 -6.081 -0.817
65 H -0.448 -4.355 0.745
66 H 0.542 -0.975 3.549
67 H 2.717 -1.613 4.595
68 H 4.371 -2.976 3.309
69 H 3.838 -3.691 0.974
70 H 1.672 -3.039 -0.069
71 H -3.463 -2.069 1.520
72 H -5.149 -1.087 3.091
73 H -4.539 0.872 4.510
74 H -2.240 1.842 4.374
75 H -0.550 0.826 2.840

7.
ORCA calculation (ωB97M-V with the def2-TZVPD basis set) on a structure of composition C15H24N4O5Rh.

Results
E_LUMO (spin up / spin down) in eV: -3.8 / -3.9
<S²>: 6.024
2S+1: 5
Charge: +1

Cartesian coordinates (Å):
1 O -0.359 -1.663 -3.071
2 H -0.072 -2.164 -3.855
3 Rh 0.711 -0.268 0.188
4 N 2.079 1.075 0.518
5 N -0.271 1.614 0.008
6 O 3.328 0.698 0.479
7 O -1.629 2.054 -0.114
8 C 1.773 2.377 0.445
9 C 0.410 2.684 0.372
10 C 2.847 3.361 0.560
11 C -0.318 3.922 0.710
12 H 3.806 2.978 0.167
13 H 2.951 3.589 1.638
14 H 2.555 4.262 -0.012
15 H -1.053 3.742 1.503
16 H -0.870 4.281 -0.156
17 H 0.402 4.668 1.039
18 H 2.778 -0.132 -1.109
19 H -2.021 1.489 -0.812
20 O 0.272 -0.727 2.568
21 H 1.189 -0.680 2.922
22 H -0.190 0.008 3.026
23 C -0.993 0.147 -3.569
24 H -1.924 -0.395 -3.486
25 H -0.348 -0.071 -4.470
26 H -0.732 1.100 -3.023
27 O 1.923 0.005 -1.644
28 H 0.302 -1.604 -2.333
29 H 1.683 -0.798 -2.163
30 C 2.553 -3.954 -0.096
31 C 1.589 -4.881 -0.422
32 C 0.290 -4.417 -0.599
33 C 0.011 -3.051 -0.511
34 N 1.048 -2.180 -0.309
35 C 2.262 -2.633 0.026
36 C -1.347 -2.492 -0.333
37 C -2.528 -3.279 -0.281
38 C -3.735 -2.740 0.144
39 C -3.723 -1.406 0.518
40 C -2.553 -0.675 0.457
41 N -1.400 -1.195 0.045
42 H 3.547 -4.268 0.132
43 H 1.779 -5.937 -0.505
44 H -0.549 -5.084 -0.721
45 H 2.938 -1.889 0.405
46 H -2.445 -4.340 -0.537
47 H -4.631 -3.372 0.190
48 H -4.609 -0.954 0.894
49 H -2.564 0.347 0.778